The following is a quantum chemistry calculation of an isolated ion of composition C7H16NSi and charge +1 in a non-equilibrium geometry, from the OMol25 dataset.

Each line ends with the Löwdin charge.
CARTESIAN COORDINATES (ANGSTROEM)
C  0.275  -0.772  0.635  0.098
C  0.001  0.778  -0.331  -0.313
C  2.506  -1.214  0.944  -0.002
C  1.047  -2.895  -0.218  0.047
C  1.001  1.302  -1.357  -0.157
C  -2.777  2.210  -1.096  -0.189
C  -2.153  0.803  1.781  -0.206
N  1.385  -1.423  -0.013  -0.326
Si  -1.616  1.409  0.102  0.799
H  2.536  -0.156  1.097  0.092
H  2.216  -1.815  1.882  0.147
H  3.408  -1.601  0.542  0.096
H  0.094  -2.994  0.429  0.129
H  0.707  -2.874  -1.167  0.056
H  1.967  -3.452  0.029  0.116
H  1.924  1.235  -0.999  0.007
H  0.887  0.762  -2.258  0.056
H  0.661  2.406  -1.701  0.141
H  -2.393  3.079  -1.692  0.056
H  -3.039  1.333  -1.791  0.076
H  -3.656  2.522  -0.513  0.036
H  -1.254  0.942  2.464  0.062
H  -2.866  1.505  2.173  0.020
H  -2.458  -0.237  1.876  0.039
H  1.600  -0.851  -0.816  0.120

Results
Max |F| in eV/Å: 6.8
HOMO level in eV: -11.97
LUMO level in eV: -4.3
Total charge: +1
Kohn-Sham gap in eV: 7.7
ΔE to the lowest compared entry with this formula, charge and spin in eV: 6.341

The following is a quantum chemistry calculation of a 2-piece molecular cluster, C7H16O overall in a non-equilibrium geometry, from the OMol25 dataset.

Each line ends with the Löwdin charge.
CARTESIAN COORDINATES (ANGSTROEM)
C  -2.394  0.514  -2.018  -0.108
C  -1.365  0.172  -0.938  -0.267
C  -0.727  1.322  -0.045  -0.158
C  0.294  0.640  0.858  -0.329
C  -0.125  -0.139  1.849  -0.129
C  0.812  -1.021  2.607  -0.111
C  1.670  0.792  0.323  -0.051
H  -1.911  0.596  -2.983  0.065
H  -2.955  1.368  -1.637  0.070
H  -3.241  -0.177  -2.036  0.067
H  -0.506  -0.554  -1.104  0.106
H  -1.894  -0.596  -0.345  0.094
H  -1.561  1.896  0.359  0.105
H  -0.299  1.956  -0.853  0.109
H  -1.161  -0.178  2.110  0.103
H  0.348  -1.631  3.399  0.070
H  1.535  -0.460  3.229  0.082
H  1.346  -1.761  2.008  0.072
H  1.889  -0.082  -0.278  0.043
H  2.406  0.675  1.130  0.089
H  1.931  1.545  -0.424  0.089
H  1.703  -1.860  -1.027  0.006
H  1.977  -1.129  -2.357  0.032
O  2.225  -1.885  -1.826  -0.051

Results
Max |F| in eV/Å: 2.8
HOMO level in eV: -8.92
LUMO level in eV: 0.8
Kohn-Sham gap in eV: 9.7
ΔE to the lowest compared entry with this formula, charge and spin in eV: 1.999